1.
ORCA calculation (ωB97M-V with the def2-TZVPD basis set) on C15H13Cl2FN2O3 in the gas phase.

The value obtained for the LUMO energy is 0.64 eV. Its SMILES is O=c1c(F)cn([C@@H]2CCCO2)c(=O)n1Cc1c(Cl)cccc1Cl. As for the net charge: 0. As for the HOMO energy: -9.052 eV. The molar mass comes out at 359.18 g/mol. Its orbital gap is 9.69 eV.

```
36
Properties=species:S:1:pos:R:3:forces:R:3
O -3.0536 -0.0158 -1.7423 -0.1 0.0 -0.2
C -1.9052 -0.3874 -1.7420 0.2 -0.2 -0.2
N -1.1596 -0.4858 -0.5638 -0.1 -0.1 0.2
C 0.1371 -0.9356 -0.4299 0.0 -0.3 -0.5
O 0.6588 -1.0376 0.6551 0.2 -0.1 0.4
N 0.7877 -1.2816 -1.6070 0.1 0.1 0.3
C 0.1564 -1.1747 -2.8091 -0.9 0.3 -0.3
C -1.1243 -0.7801 -2.9045 0.4 -0.1 -0.3
F -1.7175 -0.7212 -4.1088 0.0 0.0 0.2
H 0.7238 -1.4348 -3.6906 0.0 0.0 0.0
C 2.2257 -1.6004 -1.5760 -0.1 -0.3 0.0
O 2.9666 -0.5015 -1.1440 0.0 0.1 -0.1
C 3.5938 -0.8036 0.0995 0.2 -0.1 0.4
C 3.8253 -2.3121 0.0609 -0.1 0.2 -0.1
H 3.9218 -2.7397 1.0545 0.0 -0.1 0.1
H 4.7193 -2.5418 -0.5204 0.0 0.0 0.0
C 2.5718 -2.7967 -0.6688 0.0 0.1 0.0
H 2.7373 -3.7011 -1.2498 0.0 0.0 0.0
H 1.7664 -2.9669 0.0418 0.0 -0.1 -0.1
H 4.5102 -0.2151 0.1459 0.0 -0.1 0.0
H 2.9289 -0.5307 0.9255 0.1 0.0 -0.1
H 2.4939 -1.7993 -2.6224 -0.1 0.0 0.2
C -1.8065 -0.0332 0.6660 -0.2 0.0 0.2
C -0.9656 0.9587 1.4209 0.0 0.1 0.0
C -0.4542 2.0996 0.8030 0.0 -0.1 0.4
C 0.3420 3.0079 1.4820 0.0 0.0 -0.1
C 0.6372 2.7927 2.8149 0.0 0.0 -0.1
C 0.1339 1.6811 3.4645 0.0 -0.1 0.0
C -0.6555 0.7795 2.7691 0.1 0.4 -0.2
Cl -1.2538 -0.5891 3.6258 -0.1 -0.3 0.3
H 0.3532 1.5034 4.5053 0.0 0.0 0.1
H 1.2592 3.4935 3.3491 0.1 0.1 0.1
H 0.7216 3.8733 0.9631 0.0 0.1 -0.1
Cl -0.8184 2.4219 -0.8580 0.0 0.3 -0.2
H -2.7535 0.4199 0.3546 0.2 -0.1 0.1
H -2.0112 -0.8992 1.2997 0.0 0.2 -0.2
```
Positions in Å, forces in eV/Å.



2.
ORCA calculation (ωB97M-V with the def2-TZVPD basis set) on a molecular structure, C5H19BClCoCrN5O14 in a non-equilibrium geometry.

The value obtained for the LUMO energy (alpha / beta) is -13.33 / -14.61 eV. The spin multiplicity is 9. The expectation value of S² is 20.0289. As for the net charge: +3. As for the HOMO energy (alpha / beta): -17.571 / -17.571 eV. The value obtained for the energy above the lowest of the compared OMol25 structures with the same formula, charge and spin is 0.00 kcal per mole. The molar mass comes out at 530.42 g/mol. Its orbital gap (alpha / beta) is 4.24 / 2.96 eV.

```
47
Properties=species:S:1:pos:R:3:forces:R:3
Cr -15.7694 20.4704 6.6695 3.3 1.3 -0.1
Co -11.8634 16.0921 7.3724 0.2 0.5 2.9
Cl -12.2248 19.7850 8.0037 0.1 3.9 2.3
O -13.6990 19.9335 7.7934 -0.9 -0.8 -0.5
O -11.6009 20.8545 7.2427 -0.5 -1.0 0.8
O -12.0432 19.9822 9.4669 0.0 -0.7 -2.9
O -11.6942 18.5445 7.5474 -0.4 -1.5 -0.2
B -12.9914 15.9161 9.3309 -0.4 0.4 1.0
H -13.0658 15.1121 10.0466 0.3 -3.1 1.9
H -11.9614 16.1988 9.1775 5.0 1.5 -0.5
H -13.4035 15.5837 8.3908 -2.0 -1.8 -5.3
H -13.6139 16.7048 9.7243 -1.9 3.3 0.7
C -8.1838 17.9662 7.9541 -0.6 0.4 -0.4
N -8.8144 16.7180 8.5006 2.1 1.4 2.5
O -9.7357 16.2726 7.8505 -2.3 -1.6 -1.4
O -8.3861 16.2703 9.5440 -1.0 0.3 -1.9
H -8.2354 18.7484 8.7114 0.9 -0.6 0.4
H -8.8280 18.3950 7.1865 0.0 -0.7 -0.3
H -7.2201 17.6632 7.5448 0.1 0.4 0.4
C -13.0418 23.8868 6.3468 0.4 1.9 -1.9
N -14.1280 23.3254 7.0667 -0.7 -1.8 2.5
O -14.8887 22.5395 6.4475 -0.8 -1.0 0.1
O -14.2536 23.5856 8.2447 -0.1 -0.6 -1.5
H -13.0904 23.6893 5.2760 -0.1 -0.6 0.3
H -12.0550 23.6703 6.7559 -0.2 0.0 0.4
H -13.3314 24.9356 6.4124 0.8 0.5 0.1
C -13.3654 20.2034 2.7567 -0.3 0.7 -0.9
N -13.1831 19.9772 4.2197 0.5 -2.3 -1.9
O -12.2557 19.2618 4.5201 -0.9 1.2 0.8
O -14.1312 20.3008 4.9326 -0.7 0.4 1.3
H -12.8162 21.0761 2.4035 0.3 -0.1 0.3
H -14.4142 20.4122 2.5457 0.1 -0.2 0.3
H -13.0191 19.3131 2.2317 0.0 0.1 0.2
C -8.9341 22.1820 9.5020 -0.6 -1.5 0.5
N -8.6447 23.3720 8.7042 1.0 1.2 -0.9
O -7.5781 23.9437 8.8938 -1.7 -0.7 -0.3
O -9.4803 23.6685 7.8327 0.7 -0.2 1.1
H -9.1703 21.3805 8.8020 0.2 0.1 -0.2
H -9.8546 22.2735 10.0786 0.1 0.6 0.0
H -8.1300 21.8730 10.1698 0.1 0.5 -0.3
C -12.7606 22.7102 11.3367 -1.2 -2.2 0.6
N -13.8066 23.6850 11.8110 3.4 4.5 -3.2
O -14.7348 23.1944 12.4788 -0.8 0.1 0.6
O -13.6275 24.8537 11.4564 -1.9 -3.2 1.9
H -12.0250 22.6323 12.1373 0.2 0.3 -0.2
H -12.4626 22.8713 10.3007 0.1 1.0 0.3
H -13.3133 21.7717 11.2938 0.3 -0.5 0.2
```
Positions in Å, forces in eV/Å.



3.
ORCA calculation (ωB97M-V with the def2-TZVPD basis set) on 2 unconnected molecules or ions with the total composition C6H9N2O2 in a non-equilibrium geometry.

The value obtained for the LUMO energy is 3.79 eV. As for the net charge: -1. As for the HOMO energy: -4.469 eV. The value obtained for the energy above the lowest of the compared OMol25 structures with the same formula, charge and spin is 15.38 kcal per mole. The molar mass comes out at 141.15 g/mol. Its orbital gap is 8.26 eV.

```
19
Properties=species:S:1:pos:R:3:forces:R:3
C -1.5988 1.8915 -2.6928 -1.0 -0.3 0.1
C -2.1407 1.3985 -1.3387 1.0 0.2 0.8
O -3.3364 1.0854 -1.2224 -0.2 -0.1 -0.3
O -1.2411 1.3389 -0.4410 -0.6 -0.1 -0.2
H -0.7758 2.5666 -2.5047 0.2 0.1 -0.2
H -2.4228 2.3506 -3.2466 0.2 0.1 -0.1
H -1.2863 0.9980 -3.2384 0.2 0.2 -0.1
C 2.5967 -0.5859 2.2906 0.3 -0.9 -0.6
C 0.2936 -2.0117 -0.0713 1.9 -0.2 0.1
C 0.1680 -0.4727 1.4612 1.5 -0.1 0.3
C 1.4438 -1.0249 1.4459 -1.4 1.3 0.4
N -0.5287 -1.1349 0.5064 -0.7 0.3 -0.1
N 1.5093 -1.9679 0.4792 -0.2 -0.7 -0.3
H -1.3890 -0.7362 0.1574 -0.1 0.1 -0.3
H 0.1618 -2.6117 -0.9526 -0.8 0.0 0.0
H -0.1732 0.4300 1.9371 -0.3 -0.2 0.0
H 3.4501 -0.3974 1.6343 0.1 0.1 0.1
H 2.8789 -1.4260 2.9305 0.1 0.2 0.3
H 2.3907 0.3099 2.8658 -0.2 0.0 0.1
```
Positions in Å, forces in eV/Å.



4.
ORCA calculation (ωB97M-V with the def2-TZVPD basis set) on 2 unconnected molecules or ions with the total composition C4H11N2O.

The value obtained for the LUMO energy is 4.27 eV. As for the net charge: -1. As for the HOMO energy: -3.054 eV. The value obtained for the energy above the lowest of the compared OMol25 structures with the same formula, charge and spin is 29.29 kcal per mole. The molar mass comes out at 103.14 g/mol. Its orbital gap is 7.32 eV.

```
18
Properties=species:S:1:pos:R:3:forces:R:3
N -3.4812 0.1316 0.2579 -0.4 -0.2 0.0
C -2.4038 -0.1817 -0.7278 0.6 0.1 0.5
O -1.1534 -0.0802 -0.2389 -0.2 0.1 -0.1
H -3.3945 -0.5311 1.0277 0.2 0.1 -0.1
H -3.2096 1.0213 0.6616 0.1 0.1 0.1
H -2.6255 -1.2132 -1.0786 -0.3 0.0 -0.2
H -2.5997 0.5288 -1.5591 -0.1 -0.1 -0.2
C 1.9088 1.5272 0.8617 0.6 -0.3 0.1
C 1.7042 0.0298 0.9657 0.1 -0.4 -0.4
C 1.4515 -1.1288 -1.0078 0.2 0.1 -0.9
N 2.3076 -0.6899 -0.1880 -0.3 -0.1 0.9
H 1.8008 2.0159 1.8292 -0.5 0.1 0.0
H 2.9376 1.7244 0.5700 0.2 0.1 -0.2
H 1.2457 1.9259 0.0960 -0.1 0.2 0.2
H 0.6405 -0.2063 1.0187 -0.1 0.1 0.1
H 2.2121 -0.4217 1.8237 0.0 0.4 0.2
H 0.3930 -0.7893 -1.0518 0.1 -0.5 0.5
H 1.8580 -1.8239 -1.7541 -0.2 0.2 -0.3
```
Positions in Å, forces in eV/Å.



5.
ORCA calculation (ωB97M-V with the def2-TZVPD basis set) on C5H8O2 in the gas phase in a non-equilibrium geometry.

The value obtained for the LUMO energy is 0.88 eV. As for the net charge: 0. As for the HOMO energy: -7.855 eV. The value obtained for the energy above the lowest of the compared OMol25 structures with the same formula, charge and spin is 143.67 kcal per mole. The molar mass comes out at 100.12 g/mol. Its orbital gap is 8.73 eV.

```
15
Properties=species:S:1:pos:R:3:forces:R:3
C 1.8131 0.6815 0.7139 0.0 0.9 0.0
C 0.5532 -0.8650 -0.3163 -0.3 -1.0 -0.2
C -0.5319 -1.0443 -1.3233 -0.3 0.0 -0.2
C -0.8978 -0.4889 0.0046 0.1 0.0 -0.1
O -1.6587 -1.1401 0.9630 -0.3 -0.1 -0.1
C -0.6409 0.9946 0.0852 0.3 -0.2 0.3
O 0.7751 0.8405 -0.3438 0.7 -0.5 0.6
H 2.6759 0.2219 0.2167 -0.4 0.4 0.0
H 1.5482 0.0117 1.5483 -0.4 0.5 -0.6
H 2.0005 1.6905 1.0475 0.3 0.4 0.2
H -0.5861 -0.4866 -2.2518 -0.2 0.0 0.0
H -0.6582 -2.1226 -1.4057 -0.2 0.1 -0.1
H -2.5086 -1.3634 0.5664 0.0 0.0 0.1
H -1.2058 1.6573 -0.5982 0.6 -0.3 0.1
H -0.6781 1.4130 1.0934 0.0 -0.2 0.0
```
Positions in Å, forces in eV/Å.



6.
ORCA calculation (ωB97M-V with the def2-TZVPD basis set) on 4 unconnected molecules or ions with the total composition C3H17N2O3 in a non-equilibrium geometry.

The value obtained for the LUMO energy is -2.74 eV. As for the net charge: +1. As for the HOMO energy: -13.051 eV. The value obtained for the energy above the lowest of the compared OMol25 structures with the same formula, charge and spin is 35.24 kcal per mole. The molar mass comes out at 129.18 g/mol. Its orbital gap is 10.31 eV.

```
25
Properties=species:S:1:pos:R:3:forces:R:3
C -1.0070 -2.2052 0.1671 0.5 -1.3 0.2
C -0.8156 -1.4746 -1.1453 0.3 1.0 -1.1
C -1.9296 -0.4862 -1.4621 -0.8 0.4 0.3
N -1.6880 0.7181 -0.6560 -0.7 0.2 0.9
N 0.0645 -1.8208 1.1750 -1.5 0.8 -0.5
H -0.9284 -3.2876 0.0301 0.2 0.1 -0.1
H -1.9602 -2.1169 0.6856 -0.1 0.7 -0.3
H 0.0707 -0.8101 -1.1252 -0.1 -0.6 0.3
H -0.6152 -2.1187 -2.0050 -0.3 -0.4 0.3
H -2.1068 -0.3122 -2.5303 0.6 0.0 0.0
H -2.9066 -0.8714 -1.1323 0.3 -0.1 0.0
H -1.1246 1.4749 -1.0181 0.1 -0.4 -0.6
H 0.8378 -2.4712 1.2652 0.2 0.1 0.2
H -2.5603 1.1412 -0.3553 0.1 -0.1 -0.1
H -0.3967 -1.6000 2.0531 0.3 -0.6 0.5
H 0.4280 -0.9071 0.9102 0.5 -0.1 -0.2
H 2.2468 2.2594 1.2290 0.1 0.1 -0.1
H 0.8712 1.9658 0.6769 -0.3 0.2 -0.2
O 1.7190 1.5542 0.8438 0.2 -0.2 0.3
H 2.3137 0.0112 1.5515 -0.5 -0.1 -0.6
H 3.2022 -0.8946 2.2848 -0.4 -0.7 -0.4
O 2.4451 -0.9493 1.6669 1.1 0.7 1.1
H 1.8889 4.7395 -0.6952 0.3 0.3 0.1
H 0.6408 4.4383 -1.4692 -0.6 0.4 -0.5
O 1.3107 4.0233 -0.9452 0.2 -0.7 0.5
```
Positions in Å, forces in eV/Å.



7.
ORCA calculation (ωB97M-V with the def2-TZVPD basis set) on 2 unconnected molecules or ions with the total composition C14H16 in a non-equilibrium geometry.

The value obtained for the LUMO energy is 0.92 eV. Its SMILES is Cc1ccccc1.Cc1ccccc1. As for the net charge: 0. As for the HOMO energy: -8.894 eV. The value obtained for the energy above the lowest of the compared OMol25 structures with the same formula, charge and spin is 10.99 kcal per mole. The molar mass comes out at 184.28 g/mol. Its orbital gap is 9.81 eV.

```
30
Properties=species:S:1:pos:R:3:forces:R:3
C -3.7140 -0.3518 1.5680 0.6 0.1 0.2
C -3.1686 -1.0474 -0.7829 -0.1 0.3 0.7
C -2.7876 -1.0061 0.5677 -0.4 0.2 -0.4
C -2.4650 -1.8266 -1.6760 0.1 -0.8 -0.1
C -1.3456 -2.5317 -1.2454 0.1 -0.5 0.0
C -1.6155 -1.6320 0.9472 0.3 -0.3 0.3
C -0.8844 -2.4101 0.0504 -0.1 1.0 0.1
H -4.0351 -0.4390 -1.0241 -0.1 -0.3 -0.4
H -2.7939 -2.0728 -2.6785 -0.2 0.6 -0.1
H -4.7052 -0.8071 1.5224 0.0 0.1 0.0
H -3.7970 0.7296 1.4237 -0.1 -0.1 -0.1
H -0.9024 -3.2590 -1.9146 0.3 0.2 -0.1
H -1.2570 -1.5659 1.9727 -0.2 0.1 -0.1
H 0.0727 -2.7818 0.3829 0.0 -0.5 -0.1
H -3.3095 -0.5035 2.5697 -0.2 0.0 0.1
C 4.0203 0.3508 1.3335 -0.7 -0.2 0.0
C 0.6808 1.2493 -0.2374 -0.4 -0.3 -0.9
C 1.7169 0.4862 0.2538 0.4 0.0 1.8
C 0.9587 2.4364 -0.9023 0.3 0.4 0.4
C 2.9837 1.0308 0.4790 0.0 0.3 -0.6
C 2.2592 2.9028 -0.8415 0.6 0.7 -0.3
C 3.2494 2.2505 -0.1281 0.1 -0.2 0.2
H -0.3334 0.8892 -0.1342 -0.1 -0.2 -0.3
H 1.5420 -0.4663 0.7410 -0.4 -0.1 -0.1
H 0.2211 3.0550 -1.3987 -0.2 -0.3 0.1
H 2.5654 3.8408 -1.3049 -0.4 -0.1 -0.1
H 4.7544 1.0664 1.6810 0.4 0.0 -0.2
H 4.4515 -0.4746 0.7762 0.5 -0.1 0.0
H 4.2375 2.6950 -0.0470 -0.1 0.0 0.1
H 3.5671 -0.0696 2.2352 -0.1 0.0 -0.1
```
Positions in Å, forces in eV/Å.



8.
ORCA calculation (ωB97M-V with the def2-TZVPD basis set) on a gas-phase ion, C4H11N4O (charge +1) in a non-equilibrium geometry.

The value obtained for the LUMO energy (alpha / beta) is -3.83 / -3.83 eV. Its SMILES is CC/C=[NH+]\NO/N=N\C. As for the net charge: +1. As for the HOMO energy (alpha / beta): -12.184 / -12.184 eV. The value obtained for the energy above the lowest of the compared OMol25 structures with the same formula, charge and spin is 148.30 kcal per mole. The molar mass comes out at 131.16 g/mol. Its orbital gap (alpha / beta) is 8.36 / 8.36 eV.

```
20
Properties=species:S:1:pos:R:3:forces:R:3
C 2.0539 -1.8204 -0.3715 0.5 0.1 -0.5
C -1.8847 3.3985 -0.9718 -1.4 2.4 3.4
C 0.6547 -1.4479 0.1122 0.9 1.8 0.4
C 0.5565 -1.1335 1.5123 -0.2 1.1 4.3
N -1.3351 0.4094 1.7704 -0.4 -1.1 -0.5
N -0.2738 -0.3118 2.1533 1.5 -0.8 0.2
N -0.6812 2.8894 -0.3747 1.5 -0.3 0.3
N -0.2396 1.9954 0.2174 -0.6 1.3 -0.3
O -1.4624 0.8679 0.5690 -0.5 -0.2 -2.0
H 2.6224 -2.6123 0.1466 -0.7 0.4 0.3
H 1.9013 -2.2196 -1.3575 0.1 -0.1 -0.6
H 2.7326 -0.9524 -0.4861 -0.5 -0.3 0.2
H -2.8149 3.0617 -0.4195 1.1 0.4 -0.3
H -1.8068 4.5701 -0.9757 -0.2 -2.5 -0.3
H -1.9646 2.9557 -1.8887 0.0 -0.7 -2.8
H 0.2451 -0.5401 -0.3175 0.1 -0.1 -1.0
H -0.0749 -2.1806 -0.0164 -1.2 -1.7 -0.8
H 1.2252 -1.5870 2.2833 -0.4 0.3 -0.9
H -1.7457 0.9373 2.4800 -0.4 1.0 1.5
H -0.1768 -0.0924 3.1616 0.6 -1.1 -0.7
```
Positions in Å, forces in eV/Å.



Which of these has the highest net charge? C5H19BClCoCrN5O14



What did the fourth record say?
ORCA calculation (ωB97M-V with the def2-TZVPD basis set) on 2 unconnected molecules or ions with the total composition C4H11N2O.

The value obtained for the LUMO energy is 4.27 eV. As for the net charge: -1. As for the HOMO energy: -3.054 eV. The value obtained for the energy above the lowest of the compared OMol25 structures with the same formula, charge and spin is 29.29 kcal per mole. The molar mass comes out at 103.14 g/mol. Its orbital gap is 7.32 eV.

```
18
Properties=species:S:1:pos:R:3:forces:R:3
N -3.4812 0.1316 0.2579 -0.4 -0.2 0.0
C -2.4038 -0.1817 -0.7278 0.6 0.1 0.5
O -1.1534 -0.0802 -0.2389 -0.2 0.1 -0.1
H -3.3945 -0.5311 1.0277 0.2 0.1 -0.1
H -3.2096 1.0213 0.6616 0.1 0.1 0.1
H -2.6255 -1.2132 -1.0786 -0.3 0.0 -0.2
H -2.5997 0.5288 -1.5591 -0.1 -0.1 -0.2
C 1.9088 1.5272 0.8617 0.6 -0.3 0.1
C 1.7042 0.0298 0.9657 0.1 -0.4 -0.4
C 1.4515 -1.1288 -1.0078 0.2 0.1 -0.9
N 2.3076 -0.6899 -0.1880 -0.3 -0.1 0.9
H 1.8008 2.0159 1.8292 -0.5 0.1 0.0
H 2.9376 1.7244 0.5700 0.2 0.1 -0.2
H 1.2457 1.9259 0.0960 -0.1 0.2 0.2
H 0.6405 -0.2063 1.0187 -0.1 0.1 0.1
H 2.2121 -0.4217 1.8237 0.0 0.4 0.2
H 0.3930 -0.7893 -1.0518 0.1 -0.5 0.5
H 1.8580 -1.8239 -1.7541 -0.2 0.2 -0.3
```
Positions in Å, forces in eV/Å.